The following is a quantum chemistry calculation of 9 unconnected molecules or ions with the total composition C40H105N7O12 in a non-equilibrium geometry, from OMol25.

ORCA input file:
```
! wB97M-V def2-TZVPD RIJCOSX def2/J DEFGRID3
* xyz 0 1
C 2.70 -3.90 -1.53
C 3.02 -4.78 -2.72
C 1.88 -4.81 -3.74
O 4.19 -4.26 -3.38
H 2.42 -2.88 -1.80
H 3.58 -3.86 -0.88
H 1.88 -4.35 -0.97
H 3.28 -5.80 -2.43
H 0.93 -4.48 -3.32
H 1.75 -5.84 -4.09
H 2.18 -4.16 -4.56
H 4.94 -4.40 -2.78
C -3.01 -6.21 -0.72
C -1.58 -6.68 -0.51
C -0.59 -5.56 -0.28
O -1.58 -7.58 0.63
H -3.49 -6.67 -1.58
H -3.05 -5.12 -0.76
H -3.61 -6.46 0.15
H -1.21 -7.24 -1.38
H -0.98 -4.88 0.48
H -0.44 -4.90 -1.13
H 0.38 -5.97 0.02
H -0.83 -8.17 0.56
C 2.06 -5.21 3.54
O 2.85 -4.08 3.72
C 2.89 -3.26 2.56
C 3.64 -1.99 2.88
N 2.90 -1.23 3.88
C 3.71 -0.13 4.41
C 4.72 -0.56 5.46
O 4.04 -1.21 6.49
C 4.83 -2.14 7.19
H 2.07 -5.79 4.47
H 2.45 -5.93 2.80
H 1.01 -5.03 3.26
H 1.87 -2.92 2.32
H 3.30 -3.80 1.71
H 3.67 -1.45 1.93
H 4.68 -2.20 3.18
H 2.76 -1.90 4.64
H 3.00 0.52 4.95
H 4.16 0.50 3.65
H 5.32 0.29 5.81
H 5.43 -1.26 4.99
H 4.18 -2.72 7.86
H 5.60 -1.67 7.81
H 5.23 -2.91 6.51
C -3.00 -0.27 -2.57
O -3.73 0.71 -3.27
C -3.91 1.91 -2.54
C -4.11 3.01 -3.54
N -5.30 2.77 -4.33
C -5.72 3.85 -5.22
C -5.74 3.34 -6.66
O -6.16 4.39 -7.50
C -6.31 3.98 -8.83
H -2.71 -1.07 -3.25
H -3.64 -0.69 -1.78
H -2.12 0.18 -2.10
H -2.96 2.15 -2.02
H -4.70 1.76 -1.79
H -3.25 3.02 -4.22
H -4.21 3.95 -3.00
H -5.33 1.84 -4.72
H -4.95 4.62 -5.16
H -6.71 4.24 -4.99
H -6.37 2.44 -6.73
H -4.73 3.03 -6.96
H -7.11 3.25 -8.96
H -5.39 3.51 -9.25
H -6.44 4.87 -9.44
C 0.71 0.41 -4.74
O 0.30 1.35 -3.76
C -0.38 2.47 -4.30
C 0.45 3.33 -5.21
N 1.68 3.73 -4.60
C 2.61 4.42 -5.48
C 3.96 4.49 -4.82
O 4.55 3.23 -4.58
C 4.85 2.56 -5.79
H -0.14 0.08 -5.35
H 1.15 -0.41 -4.17
H 1.49 0.83 -5.39
H -0.77 3.05 -3.46
H -1.25 2.08 -4.84
H -0.18 4.20 -5.45
H 0.62 2.84 -6.19
H 2.15 3.07 -4.00
H 2.28 5.46 -5.62
H 2.67 3.94 -6.46
H 3.78 4.91 -3.83
H 4.64 5.16 -5.35
H 5.36 3.26 -6.46
H 3.93 2.26 -6.32
H 5.40 1.63 -5.68
C -3.77 1.18 1.48
C -4.62 0.60 2.59
C -3.93 -0.36 3.52
O -3.72 -1.56 2.82
C -3.09 -2.55 3.57
N -5.33 1.65 3.38
H -3.14 2.02 1.78
H -4.39 1.50 0.64
H -3.13 0.39 1.07
H -5.44 0.08 2.08
H -4.51 -0.51 4.45
H -2.96 0.07 3.79
H -3.13 -3.51 3.04
H -3.57 -2.73 4.55
H -2.04 -2.34 3.80
H -4.85 1.78 4.27
H -5.20 2.54 2.91
C 3.50 1.14 -0.70
C 4.37 0.08 -1.37
C 4.71 0.43 -2.80
O 5.33 -0.72 -3.38
C 4.66 -1.20 -4.54
N 5.55 -0.23 -0.55
H 2.79 0.71 0.00
H 2.96 1.73 -1.44
H 4.14 1.85 -0.17
H 3.77 -0.84 -1.40
H 5.42 1.27 -2.85
H 3.82 0.72 -3.36
H 5.18 -2.07 -4.90
H 4.58 -0.46 -5.34
H 3.65 -1.50 -4.21
H 6.08 0.62 -0.37
H 6.13 -0.84 -1.12
C 0.37 -1.19 -1.08
C -0.11 -1.15 0.36
C -0.31 0.31 0.76
O -0.82 0.50 2.06
C -0.01 0.24 3.17
N -1.37 -1.91 0.45
H 0.23 -2.18 -1.51
H 1.44 -0.98 -1.17
H -0.10 -0.43 -1.70
H 0.60 -1.64 1.03
H -1.04 0.78 0.10
H 0.63 0.87 0.68
H 1.03 0.56 3.11
H -0.06 -0.78 3.56
H -0.41 0.83 4.01
H -1.79 -1.82 1.38
H -2.06 -1.45 -0.14
C -3.64 5.03 9.50
C -2.59 3.92 9.53
C -1.85 3.85 8.21
O -2.68 3.22 7.26
C -1.98 2.89 6.09
N -1.63 4.15 10.63
H -4.41 4.81 8.76
H -3.20 5.95 9.10
H -4.07 5.22 10.48
H -3.12 2.97 9.65
H -0.86 3.38 8.31
H -1.61 4.87 7.88
H -1.34 3.70 5.70
H -2.73 2.79 5.31
H -1.36 2.00 6.27
H -1.22 3.25 10.87
H -2.12 4.41 11.48
*
```

The calculation puts the energy relative to the best compared isomer or geometry (same formula, charge and spin) at 16.78 kcal per mole. The largest force on an atom comes out at 0.0330 hartree/bohr. As for the highest occupied orbital energy: -8.4277 eV. The SMILES is COC[C@H](C)N.COC[C@H](C)N.COC[C@H](C)N.COC[C@H](C)N.COCCNCCOC.COCCNCCOC.COCCNCCOC.CC(C)O.CC(C)O.

Here are the Mulliken charges for atoms 1 to 5, given in e:
1 C 0.097
2 C 0.188
3 C -1.278
4 O -0.520
5 H -0.393

---

The following is a quantum chemistry calculation of 12 unconnected molecules or ions with the total composition C40H108N4O16 in a non-equilibrium geometry, from OMol25.

ORCA input file:
```
! wB97M-V def2-TZVPD RIJCOSX def2/J DEFGRID3
* xyz 0 1
C 2.58 0.06 -4.88
C 3.25 1.42 -5.04
O 3.95 1.89 -3.83
H 1.90 -0.21 -5.66
H 1.96 -0.07 -4.00
H 3.33 -0.76 -4.88
H 2.49 2.17 -5.32
H 4.04 1.26 -5.76
H 3.34 1.82 -3.08
C 0.17 3.08 5.05
C -0.35 3.24 3.60
O 0.69 3.72 2.71
H -0.61 2.64 5.71
H 0.37 4.11 5.38
H 1.07 2.52 5.09
H -1.07 3.99 3.57
H -0.83 2.32 3.13
H 1.44 3.12 2.58
C -0.24 -2.77 4.56
C -0.99 -2.21 3.35
O -1.55 -0.96 3.66
H 0.37 -1.97 4.97
H 0.34 -3.62 4.29
H -0.90 -3.00 5.37
H -1.82 -2.82 3.03
H -0.18 -2.14 2.57
H -2.48 -0.91 3.44
C -5.54 1.91 -3.05
C -4.34 2.65 -2.52
O -4.70 4.04 -2.40
H -6.25 1.76 -2.24
H -5.25 0.94 -3.41
H -6.10 2.38 -3.83
H -3.45 2.44 -3.15
H -4.13 2.24 -1.51
H -3.99 4.43 -1.80
C 0.12 0.36 0.15
C -1.28 0.23 0.68
O -1.98 -0.89 0.18
H 0.68 1.07 0.76
H 0.13 0.74 -0.92
H 0.68 -0.62 0.25
H -1.81 1.19 0.63
H -1.20 0.06 1.80
H -2.09 -0.74 -0.81
C -5.14 0.76 1.04
C -4.72 0.05 2.30
O -3.90 -1.07 2.04
H -5.55 0.04 0.30
H -4.24 1.23 0.58
H -5.91 1.47 1.27
H -5.56 -0.36 2.82
H -4.23 0.78 3.05
H -3.31 -0.90 1.26
C -3.78 -4.38 -0.78
C -4.09 -4.83 0.65
O -5.13 -4.02 1.14
H -3.43 -3.34 -0.88
H -4.69 -4.47 -1.37
H -3.09 -5.10 -1.24
H -3.13 -4.81 1.25
H -4.35 -5.91 0.70
H -4.75 -3.09 1.34
C -2.21 -0.14 -4.92
C -2.69 -1.04 -3.78
O -3.02 -0.33 -2.55
H -2.29 -0.70 -5.86
H -1.14 0.20 -4.78
H -2.86 0.77 -4.97
H -1.89 -1.76 -3.58
H -3.57 -1.52 -4.17
H -3.76 0.22 -2.73
C 3.26 0.41 2.87
O 3.06 1.83 3.08
C 4.16 2.44 3.75
C 3.98 3.96 3.64
N 3.94 4.45 2.29
C 3.75 5.96 2.34
C 3.63 6.44 0.91
O 2.66 5.69 0.23
C 2.69 6.06 -1.15
H 3.42 -0.07 3.84
H 4.12 0.21 2.26
H 2.36 -0.04 2.48
H 5.08 2.02 3.30
H 4.07 2.16 4.75
H 4.81 4.35 4.18
H 3.11 4.26 4.24
H 3.16 4.11 1.83
H 4.59 6.41 2.87
H 2.82 6.13 2.90
H 4.58 6.31 0.44
H 3.36 7.47 0.98
H 3.38 5.43 -1.70
H 3.15 7.06 -1.31
H 1.67 5.94 -1.52
C 0.82 -9.85 -0.28
O 1.86 -9.95 0.63
C 2.25 -8.76 1.27
C 3.15 -7.88 0.36
N 2.39 -7.12 -0.56
C 3.27 -6.30 -1.42
C 2.49 -5.65 -2.54
O 1.54 -4.67 -2.09
C 0.69 -4.24 -3.07
H 1.12 -9.59 -1.32
H 0.11 -9.08 -0.10
H 0.27 -10.78 -0.32
H 2.76 -8.99 2.24
H 1.32 -8.13 1.46
H 3.78 -8.65 -0.17
H 3.73 -7.26 1.06
H 1.93 -6.38 -0.02
H 4.06 -6.97 -1.85
H 3.74 -5.45 -0.89
H 2.02 -6.42 -3.09
H 3.22 -5.22 -3.27
H 1.22 -3.63 -3.80
H -0.11 -3.67 -2.61
H 0.23 -5.01 -3.66
C -6.32 7.44 -2.48
O -5.47 7.40 -1.33
C -5.71 6.28 -0.51
C -4.48 5.87 0.35
N -3.33 5.72 -0.50
C -2.11 5.52 0.30
C -0.91 5.24 -0.54
O -1.20 4.08 -1.20
C 0.05 3.53 -1.62
H -5.84 8.07 -3.22
H -7.26 7.93 -2.24
H -6.45 6.46 -2.89
H -5.93 5.43 -1.17
H -6.64 6.47 0.10
H -4.66 4.92 0.85
H -4.25 6.61 1.13
H -3.26 6.55 -1.05
H -2.27 4.65 1.01
H -2.02 6.46 0.98
H 0.02 5.11 0.02
H -0.78 6.06 -1.24
H 0.45 4.18 -2.45
H -0.18 2.52 -1.93
H 0.81 3.47 -0.81
C 6.36 0.12 -0.94
O 5.50 -0.71 -0.12
C 4.24 -0.92 -0.68
C 3.83 -2.37 -0.36
N 3.59 -2.45 1.08
C 3.25 -3.79 1.56
C 1.76 -3.99 1.37
O 1.24 -5.23 1.62
C -0.15 -5.17 1.60
H 7.19 0.37 -0.30
H 5.85 1.10 -1.12
H 6.63 -0.29 -1.95
H 4.25 -0.78 -1.80
H 3.50 -0.23 -0.38
H 4.66 -3.01 -0.78
H 2.98 -2.68 -0.95
H 4.45 -2.14 1.54
H 3.36 -3.87 2.65
H 3.85 -4.67 1.18
H 1.54 -3.66 0.35
H 1.29 -3.20 2.06
H -0.44 -6.19 1.72
H -0.49 -4.70 0.61
H -0.54 -4.68 2.49
*
```

The calculation puts the energy relative to the best compared isomer or geometry (same formula, charge and spin) at 38.41 kcal per mole. The largest force on an atom comes out at 0.0627 hartree/bohr. As for the highest occupied orbital energy: -8.7519 eV. The SMILES is COCCNCCOC.COCCNCCOC.COCCNCCOC.COCCNCCOC.CCO.CCO.CCO.CCO.CCO.CCO.CCO.CCO.

Here are the Mulliken charges for atoms 1 to 5, given in e:
1 C -0.885
2 C -0.291
3 O -0.460
4 H 0.451
5 H 0.124

---

The following is a quantum chemistry calculation of a molecular structure, C40H10F15GeIrN4O2S7Se, from OMol25.

ORCA input file:
```
! wB97M-V def2-TZVPD RIJCOSX def2/J DEFGRID3
* xyz -1 6
Ir -0.31 1.60 -0.02
S 2.05 2.23 7.33
C 1.63 2.35 5.76
S 2.17 3.60 4.71
C 1.34 3.13 3.23
C 0.57 1.95 3.36
S -0.36 1.06 2.28
S 0.59 1.23 4.96
S 1.56 4.15 1.93
O -4.28 2.42 -0.58
C -3.22 2.77 -0.10
O -2.25 1.94 0.14
C -3.05 4.20 0.37
C -4.22 4.82 0.81
C -4.21 6.12 1.28
C -3.03 6.85 1.29
C -1.87 6.27 0.82
C -1.85 4.94 0.36
S -0.34 4.36 -0.26
H -5.13 4.24 0.77
H -5.14 6.57 1.63
H -3.02 7.87 1.65
H -0.94 6.83 0.80
Se 4.76 2.01 -5.71
N 4.91 1.75 -3.94
C 3.71 1.75 -3.46
C 3.40 1.55 -2.03
C 4.35 1.29 -1.08
C 3.97 1.09 0.27
C 2.64 1.18 0.59
N 1.68 1.44 -0.31
C 2.04 1.62 -1.65
C 1.01 1.81 -2.57
N -0.28 1.81 -2.07
C -1.32 1.88 -2.90
C -1.16 2.01 -4.26
C 0.14 2.05 -4.79
C 1.23 1.95 -3.96
C 2.62 1.95 -4.42
N 2.97 2.11 -5.66
H 5.39 1.23 -1.38
H 4.69 0.87 1.04
H 2.30 1.02 1.61
H -2.30 1.83 -2.44
H -2.03 2.07 -4.90
H 0.30 2.15 -5.86
F 2.10 -4.87 -0.25
C 1.27 -4.85 -1.31
C 0.10 -4.12 -1.29
C -0.69 -4.19 -2.43
F -1.86 -3.55 -2.50
C -0.33 -4.94 -3.53
F -1.12 -5.01 -4.61
C 0.85 -5.65 -3.51
F 1.21 -6.39 -4.56
C 1.66 -5.61 -2.39
F 2.80 -6.31 -2.37
Ge -0.42 -2.80 0.10
S -0.48 -0.89 -0.85
C -2.14 -3.36 0.88
C -2.90 -4.45 0.50
F -2.44 -5.35 -0.39
C -4.15 -4.70 1.02
F -4.86 -5.76 0.64
C -4.68 -3.83 1.96
F -5.89 -4.06 2.48
C -3.95 -2.74 2.38
F -4.45 -1.92 3.30
C -2.70 -2.53 1.83
F -2.01 -1.47 2.29
C 0.94 -2.88 1.54
C 0.73 -3.34 2.83
F -0.43 -3.90 3.19
C 1.69 -3.26 3.82
F 1.45 -3.71 5.05
C 2.92 -2.70 3.52
F 3.86 -2.62 4.46
C 3.17 -2.24 2.24
F 4.37 -1.72 1.96
C 2.19 -2.34 1.28
F 2.51 -1.91 0.06
*
```

As for the expectation value of S²: 8.8178. The largest force on an atom comes out at 0.0089 hartree/bohr. As for the highest occupied orbital energy (alpha / beta): -3.6471 / -6.2362 eV.

Here are the Mulliken charges for atoms 1 to 5, given in e:
1 Ir 1.289
2 S -0.243
3 C 0.088
4 S -0.148
5 C 0.465